{
  "formula": "C45H95N5O5",
  "method": "ωB97M-V with the def2-TZVPD basis set",
  "orbital_gap_ev": 8.401,
  "max_force_ha_per_bohr": 0.100,
  "e_above_lowest_kcal_mol": 156.67,
  "energy_ev": -65881.391,
  "smiles": "CC1(C)CCCC(C)(C)N1O.CC1(C)CCCC(C)(C)N1O.CC1(C)CCCC(C)(C)N1O.CC1(C)CCCC(C)(C)N1O.CC1(C)CCCC(C)(C)N1O",
  "charge": 0,
  "species": ["C", "C", "C", "C", "C", "C", "C", "C", "C", "N", "O", "H", "H", "H", "H", "H", "H", "H", "H", "H", "H", "H", "H", "H", "H", "H", "H", "H", "H", "H", "C", "C", "C", "C", "C", "C", "C", "C", "C", "N", "O", "H", "H", "H", "H", "H", "H", "H", "H", "H", "H", "H", "H", "H", "H", "H", "H", "H", "H", "H", "C", "C", "C", "C", "C", "C", "C", "C", "C", "N", "O", "H", "H", "H", "H", "H", "H", "H", "H", "H", "H", "H", "H", "H", "H", "H", "H", "H", "H", "H", "C", "C", "C", "C", "C", "C", "C", "C", "C", "N", "O", "H", "H", "H", "H", "H", "H", "H", "H", "H", "H", "H", "H", "H", "H", "H", "H", "H", "H", "H", "C", "C", "C", "C", "C", "C", "C", "C", "C", "N", "O", "H", "H", "H", "H", "H", "H", "H", "H", "H", "H", "H", "H", "H", "H", "H", "H", "H", "H", "H"],
  "positions_angstrom": [[-2.50893, -11.94937, -2.43710], [-2.17194, -10.49900, -2.28095], [-1.47786, -9.89898, -3.58929], [-3.52436, -9.58379, -2.16195], [-3.28248, -8.11214, -1.76987], [-2.58521, -8.15155, -0.37461], [-1.23307, -8.96447, -0.36447], [-0.12501, -8.17181, -0.99675], [-0.99909, -9.12378, 1.11071], [-1.43731, -10.27635, -0.98118], [-0.12783, -10.92845, -1.00918], [-2.72433, -12.38926, -1.46334], [-3.34652, -11.95941, -3.13455], [-1.69759, -12.54606, -2.85399], [-1.03003, -8.91291, -3.46598], [-0.61353, -10.54095, -3.75930], [-2.08637, -9.92667, -4.49319], [-3.96214, -9.49421, -3.15615], [-4.26312, -10.16943, -1.61479], [-2.73184, -7.55118, -2.52501], [-4.10667, -7.42979, -1.56204], [-3.20587, -8.64201, 0.37529], [-2.34663, -7.13992, -0.04631], [0.64266, -8.80368, -1.44343], [0.42731, -7.48396, -0.35652], [-0.60945, -7.49468, -1.70026], [-1.11354, -8.20579, 1.68716], [-0.15963, -9.76206, 1.38641], [-1.85430, -9.60182, 1.58842], [-0.34578, -11.48375, -0.25701], [2.74464, 3.02051, -2.85900], [2.82680, 2.82973, -1.31035], [4.27121, 2.61911, -0.87849], [2.34897, 4.14435, -0.69006], [1.95318, 4.01712, 0.78008], [0.92972, 2.87758, 0.84122], [1.42156, 1.49044, 0.40129], [2.34999, 0.75206, 1.40836], [0.18695, 0.66825, 0.11851], [2.14041, 1.63756, -0.88259], [2.43632, 0.48410, -1.63513], [3.16780, 2.13352, -3.33046], [1.67117, 3.07691, -3.03956], [3.27474, 3.88265, -3.26373], [4.96892, 3.25172, -1.42721], [4.57207, 2.53288, 0.16561], [4.61918, 1.70898, -1.36704], [3.18393, 4.84355, -0.64482], [1.72838, 4.84823, -1.24461], [2.83096, 4.04277, 1.42580], [1.38679, 4.87552, 1.14125], [0.07704, 3.33001, 0.33491], [0.65685, 2.78850, 1.89276], [3.29173, 1.27317, 1.58059], [2.69393, -0.24358, 1.12814], [1.87900, 0.77730, 2.39102], [-0.21331, 0.51818, 1.12120], [0.60714, -0.27444, -0.23201], [-0.48400, 1.23789, -0.52450], [1.91939, 0.67295, -2.42171], [-11.84333, 5.20563, 2.40184], [-12.26838, 5.09147, 0.91467], [-13.80349, 5.46105, 0.71891], [-11.42022, 6.17937, 0.14603], [-10.00539, 5.82628, -0.18532], [-9.97251, 4.55664, -1.04728], [-10.83800, 3.45610, -0.38849], [-11.09771, 2.60365, -1.61830], [-9.96556, 2.74861, 0.67263], [-12.13198, 3.76749, 0.21789], [-12.77539, 2.70386, 0.81169], [-12.34587, 4.40784, 2.94874], [-10.80081, 4.91107, 2.52226], [-11.91203, 6.24247, 2.73097], [-14.17503, 6.27789, 1.33764], [-14.04997, 5.77633, -0.29497], [-14.45323, 4.60978, 0.92206], [-11.95341, 6.41151, -0.77587], [-11.55341, 7.05516, 0.78115], [-9.44397, 6.71372, -0.47746], [-9.63647, 5.68714, 0.83087], [-8.91794, 4.33308, -1.20845], [-10.20387, 4.75057, -2.09464], [-11.56241, 1.64794, -1.37582], [-10.20462, 2.52813, -2.23860], [-11.80187, 3.07268, -2.30551], [-9.94754, 3.23231, 1.64927], [-8.88819, 2.65939, 0.53325], [-10.33818, 1.76071, 0.94338], [-13.41337, 2.43132, 0.14813], [10.06163, 3.70731, -7.75148], [10.35991, 3.28614, -9.22119], [10.63541, 1.74738, -9.32035], [9.10599, 3.53931, -10.15505], [8.91713, 4.89649, -10.68605], [10.18875, 5.38673, -11.36400], [11.38586, 5.38674, -10.27863], [12.57302, 5.75472, -11.22031], [11.25986, 6.54909, -9.23856], [11.50896, 3.99013, -9.63171], [12.61566, 3.79625, -8.83287], [9.07097, 3.42535, -7.39483], [10.63583, 3.09076, -7.05991], [10.36623, 4.71187, -7.45794], [11.54793, 1.52642, -8.76666], [9.73203, 1.21382, -9.02487], [10.84117, 1.32800, -10.30518], [9.08934, 2.89514, -11.03418], [8.15876, 3.30989, -9.66694], [8.16210, 4.79886, -11.46613], [8.59472, 5.70534, -10.03039], [9.94815, 6.39031, -11.71480], [10.43546, 4.99743, -12.35177], [12.76950, 4.93592, -11.91245], [13.46326, 5.85484, -10.59937], [12.58030, 6.65749, -11.83110], [11.45597, 7.56815, -9.57197], [11.91448, 6.45380, -8.37226], [10.27717, 6.49619, -8.76989], [13.22529, 3.38473, -9.44980], [-0.91108, -1.00501, 9.49361], [-0.32472, -2.23636, 10.30347], [-1.25409, -3.42681, 10.06326], [1.16899, -2.55708, 9.83258], [2.10975, -1.54035, 10.36633], [2.11651, -1.46443, 11.96002], [0.70602, -1.22837, 12.50538], [0.67131, -1.72028, 14.01782], [0.45915, 0.23053, 12.36967], [-0.34532, -2.03083, 11.78457], [-1.62303, -1.87702, 12.22186], [-1.38694, -1.18766, 8.53013], [-1.54763, -0.42018, 10.15761], [-0.16990, -0.31872, 9.08401], [-1.08687, -4.17479, 10.83828], [-2.28939, -3.14767, 10.25907], [-1.16804, -3.85515, 9.06464], [1.48872, -3.48784, 10.30115], [1.01136, -2.58294, 8.75434], [3.09395, -1.89783, 10.06357], [2.07017, -0.53194, 9.95445], [2.91102, -0.86206, 12.40048], [2.47977, -2.44806, 12.25770], [1.49269, -1.31701, 14.61011], [0.83626, -2.79368, 14.11115], [-0.23050, -1.34435, 14.50103], [0.81015, 0.68886, 11.44509], [1.06555, 0.65425, 13.17018], [-0.58550, 0.54161, 12.37485], [-1.56599, -2.17289, 13.13335]],
  "mulliken_charge": [-1.787, 1.543, -1.631, -1.295, -0.603, -1.478, 1.809, -1.835, -1.989, 0.090, -0.466, 0.425, 0.409, 0.333, 0.372, 0.392, 0.388, 0.448, 0.427, 0.349, 0.406, 0.447, 0.447, 0.316, 0.412, 0.369, 0.424, 0.416, 0.494, 0.366, -2.084, 1.799, -1.872, -1.350, -0.824, -1.175, 1.202, -1.547, -1.879, 0.468, -0.466, 0.517, 0.469, 0.394, 0.484, 0.279, 0.395, 0.413, 0.440, 0.368, 0.385, 0.348, 0.479, 0.323, 0.366, 0.417, 0.429, 0.455, 0.405, 0.361, -1.586, 1.230, -1.761, -1.312, -0.784, -1.308, 1.663, -2.053, -1.539, 0.338, -0.490, 0.397, 0.367, 0.406, 0.388, 0.380, 0.378, 0.367, 0.568, 0.423, 0.315, 0.510, 0.451, 0.418, 0.395, 0.469, 0.314, 0.360, 0.326, 0.370, -1.535, 1.396, -1.913, -1.018, -0.784, -1.116, 1.596, -2.038, -1.804, 0.313, -0.476, 0.361, 0.406, 0.297, 0.438, 0.396, 0.407, 0.366, 0.391, 0.379, 0.310, 0.391, 0.470, 0.471, 0.442, 0.363, 0.403, 0.364, 0.356, 0.367, -1.529, 1.327, -1.840, -1.064, -0.697, -1.291, 1.628, -2.000, -1.833, 0.258, -0.468, 0.426, 0.302, 0.344, 0.431, 0.412, 0.398, 0.294, 0.432, 0.385, 0.365, 0.435, 0.395, 0.409, 0.379, 0.607, 0.312, 0.460, 0.319, 0.401]
}